Record 1
10
Properties=species:S:1:pos:R:3:forces:R:3:mulliken_spin:R:1 method="wB97M-V/def2-TZVPD" relative_energy_kcal_mol=45.0 homo_lumo_gap_ev="7.78 / 5.93" homo_energy_ev="-8.34 / -10.30" spin_multiplicity=3
C 0.967823 -1.351538 0.571088 -1.9 0.7 -3.6 0.36
C -0.309364 1.331030 -0.124673 -2.9 1.2 0.2 0.11
O 0.243384 -0.842331 -1.872081 1.3 0.2 -1.3 0.48
O -1.632522 -1.067002 -0.125271 -0.5 0.6 -0.2 0.06
P 1.453116 -0.605286 1.883754 1.2 1.0 2.5 1.02
P -0.421620 -0.396941 -0.621327 -0.1 -1.1 2.7 0.01
H 0.999079 -2.265393 0.042915 0.4 -1.3 0.1 0.00
H -0.931721 2.018732 -0.792334 1.1 -1.0 0.4 0.00
H -0.918771 1.353199 0.795723 -0.1 -0.4 -0.3 -0.02
H 0.550597 1.825530 0.242204 1.5 0.1 -0.6 -0.03

***

Record 2
17
Properties=species:S:1:pos:R:3:forces:R:3:nbo_charge:R:1 method="wB97M-V/def2-TZVPD" relative_energy_kcal_mol=128.9 homo_lumo_gap_ev="7.91 / 9.18" homo_energy_ev="-8.41 / -9.01"
B 0.528886 0.198802 -0.036511 0.6 0.6 1.1 0.73
C -1.201061 1.341671 1.549757 0.0 0.2 -0.3 -0.31
C -2.087001 0.700928 0.837660 0.0 0.8 1.4 -0.06
C 0.296226 1.181280 1.215492 -2.6 -1.6 -1.1 -0.70
C 2.002622 0.041254 -0.551487 -1.5 -0.6 -2.3 -0.91
C -0.815585 -1.699426 -1.386225 -4.8 1.0 5.0 -0.42
N -0.405946 -0.531559 -0.676138 -0.5 0.2 0.2 -0.52
H -1.395821 1.951100 2.460633 -0.3 -0.4 -0.9 0.23
H -2.065748 -0.073390 0.106203 -0.4 -0.4 -0.7 0.20
H 0.591541 0.789102 2.154388 1.5 -0.3 0.8 0.24
H 0.726450 2.093859 0.944781 0.9 1.7 0.2 0.23
H 1.879829 -0.935069 -1.066422 1.3 0.3 0.4 0.22
H 2.713570 0.126466 0.211140 1.2 -0.3 0.9 0.23
H 2.201301 0.761500 -1.358663 0.1 0.0 0.3 0.24
H -0.096599 -1.975263 -2.016142 2.6 -1.3 -3.1 0.21
H -1.031516 -2.531224 -0.594904 0.6 1.0 -1.5 0.19
H -1.841148 -1.440031 -1.793563 1.3 -0.7 -0.4 0.21